1.
{
  "formula": "C37H29IrN8O3",
  "method": "wB97M-V/def2-TZVPD",
  "energy_ev": -59726.701,
  "total_charge": 2,
  "homo_lumo_gap_ha": 0.1728,
  "homo_energy_ev": -11.957,
  "symbols": ["Ir", "C", "C", "C", "C", "C", "C", "N", "N", "C", "C", "C", "C", "C", "C", "H", "H", "H", "H", "H", "H", "H", "H", "H", "O", "N", "O", "C", "C", "C", "C", "C", "C", "N", "C", "C", "N", "C", "C", "C", "C", "H", "H", "H", "H", "H", "H", "H", "C", "C", "C", "C", "C", "N", "C", "O", "N", "C", "C", "C", "C", "N", "C", "C", "C", "H", "H", "H", "H", "H", "H", "H", "H", "H", "H", "H", "H", "H"],
  "xyz": [[0.037, -0.040, 0.021], [4.992, 0.421, -2.688], [5.356, 0.094, -1.385], [4.398, -0.049, -0.412], [3.031, 0.139, -0.723], [2.674, 0.496, -2.037], [3.649, 0.629, -3.000], [2.081, -0.038, 0.232], [2.527, -0.185, 1.468], [1.671, -0.014, 2.455], [2.068, -0.031, 3.812], [1.112, 0.007, 4.796], [-0.243, 0.076, 4.462], [-0.652, 0.134, 3.126], [0.278, 0.123, 2.120], [5.753, 0.524, -3.446], [6.394, -0.062, -1.138], [4.643, -0.347, 0.595], [1.636, 0.712, -2.266], [3.369, 0.914, -4.003], [3.122, -0.057, 4.037], [1.408, -0.004, 5.835], [-0.984, 0.096, 5.242], [-1.709, 0.193, 2.903], [-4.843, 5.641, 0.040], [-3.645, 5.514, 0.013], [-2.846, 6.417, 0.014], [-3.149, 4.133, -0.029], [-4.106, 3.165, -0.031], [-3.773, 1.789, -0.052], [-4.728, 0.772, 0.002], [-4.292, -0.544, -0.028], [-2.931, -0.811, -0.069], [-1.988, 0.131, -0.105], [-2.401, 1.438, -0.118], [-1.405, 2.433, -0.142], [-0.105, 1.997, -0.209], [0.868, 2.915, -0.120], [0.613, 4.264, -0.010], [-0.697, 4.732, -0.005], [-1.745, 3.813, -0.061], [-5.146, 3.464, -0.012], [-5.776, 1.023, 0.073], [-4.993, -1.363, -0.011], [-2.592, -1.837, -0.064], [1.887, 2.557, -0.148], [1.434, 4.958, 0.058], [-0.901, 5.788, 0.048], [2.938, -0.735, -8.732], [2.507, -1.487, -7.537], [1.628, -2.579, -7.624], [1.199, -3.250, -6.503], [1.647, -2.837, -5.237], [1.255, -3.409, -4.044], [0.518, -4.570, -3.871], [0.138, -5.281, -4.757], [0.280, -4.914, -2.544], [0.234, -4.214, -1.358], [0.178, -4.952, -0.165], [0.078, -4.288, 1.037], [0.035, -2.903, 1.043], [0.089, -2.184, -0.078], [0.174, -2.820, -1.253], [2.538, -1.751, -5.144], [2.963, -1.094, -6.266], [2.754, -1.281, -9.652], [3.989, -0.459, -8.667], [2.387, 0.207, -8.792], [1.279, -2.903, -8.592], [0.534, -4.094, -6.590], [1.721, -3.034, -3.226], [-0.002, -5.887, -2.467], [0.209, -6.029, -0.203], [0.020, -4.830, 1.965], [-0.052, -2.362, 1.973], [0.144, -2.192, -2.135], [2.888, -1.443, -4.170], [3.656, -0.270, -6.173]],
  "lowdin_charge": [1.315, -0.028, -0.041, 0.006, -0.290, -0.048, -0.085, -0.107, 0.126, -0.303, 0.028, -0.043, -0.025, -0.094, -0.146, 0.121, 0.121, 0.111, 0.097, 0.108, 0.129, 0.123, 0.120, 0.104, 0.127, -0.333, 0.112, -0.036, 0.099, -0.103, 0.062, 0.012, -0.068, -0.055, -0.129, -0.120, -0.037, -0.060, 0.022, 0.071, -0.032, 0.146, 0.143, 0.129, 0.119, 0.119, 0.131, 0.121, -0.054, -0.269, -0.019, 0.002, -0.225, 0.125, -0.492, 0.128, 0.148, -0.190, 0.042, -0.006, -0.120, -0.105, -0.059, -0.038, -0.046, 0.083, 0.085, 0.091, 0.120, 0.104, 0.125, 0.166, 0.135, 0.126, 0.104, 0.118, 0.076, 0.107]
}

=====

2.
{
  "formula": "C37H30BrN7O5SeZr",
  "method": "wB97M-V/def2-TZVPD",
  "energy_ev": -196199.364,
  "total_charge": 0,
  "homo_lumo_gap_ha": 0.2051,
  "homo_energy_ev": -6.754,
  "symbols": ["Zr", "C", "C", "C", "C", "C", "C", "N", "C", "C", "C", "C", "C", "C", "N", "N", "C", "C", "C", "C", "C", "N", "H", "H", "H", "H", "H", "H", "H", "H", "H", "H", "H", "H", "H", "O", "C", "O", "C", "C", "C", "C", "C", "N", "C", "O", "O", "H", "H", "H", "Se", "C", "C", "C", "C", "C", "C", "H", "H", "H", "H", "H", "C", "C", "N", "O", "H", "H", "H", "H", "H", "Br", "C", "C", "C", "N", "C", "C", "H", "H", "H", "H"],
  "xyz": [[0.311, -0.024, 0.176], [-1.590, 0.222, -6.125], [-2.218, -0.820, -5.458], [-1.688, -1.317, -4.280], [-0.506, -0.789, -3.751], [0.144, 0.232, -4.452], [-0.404, 0.738, -5.619], [-0.047, -1.264, -2.516], [1.012, -2.018, -2.459], [1.824, -2.411, -3.579], [2.773, -3.366, -3.442], [3.020, -4.006, -2.189], [2.319, -3.639, -1.090], [1.323, -2.626, -1.175], [0.601, -2.212, -0.128], [0.604, -2.983, 0.924], [0.001, -2.474, 2.026], [-0.227, -3.353, 3.099], [-0.849, -2.886, 4.228], [-1.213, -1.539, 4.288], [-0.923, -0.729, 3.214], [-0.335, -1.164, 2.093], [-2.019, 0.624, -7.034], [-3.126, -1.252, -5.862], [-2.170, -2.131, -3.751], [1.074, 0.625, -4.054], [0.112, 1.527, -6.154], [1.662, -1.927, -4.532], [3.372, -3.654, -4.298], [3.788, -4.764, -2.126], [2.520, -4.060, -0.116], [0.087, -4.379, 2.980], [-1.051, -3.548, 5.059], [-1.695, -1.125, 5.161], [-1.176, 0.321, 3.243], [-1.106, 3.491, 2.155], [-0.392, 2.689, 1.585], [-0.722, 1.473, 1.291], [0.977, 3.038, 1.058], [1.743, 4.149, 1.354], [2.971, 4.277, 0.714], [3.382, 3.315, -0.201], [2.554, 2.232, -0.421], [1.389, 2.113, 0.201], [2.778, 1.060, -1.369], [3.661, 1.084, -2.195], [1.880, 0.145, -1.197], [1.380, 4.878, 2.065], [3.598, 5.132, 0.925], [4.322, 3.396, -0.728], [2.585, -0.345, 1.633], [2.215, -0.282, 3.528], [1.675, 0.872, 4.092], [1.428, 0.943, 5.454], [1.718, -0.141, 6.270], [2.271, -1.286, 5.714], [2.525, -1.359, 4.352], [1.467, 1.722, 3.455], [1.014, 1.850, 5.880], [1.530, -0.085, 7.334], [2.508, -2.132, 6.348], [2.970, -2.243, 3.915], [-4.625, -1.047, 1.194], [-3.409, -0.158, 1.088], [-3.560, 1.075, 1.591], [-2.371, -0.563, 0.561], [-5.543, -0.463, 1.175], [-4.579, -1.592, 2.139], [-4.627, -1.775, 0.387], [-4.403, 1.343, 2.063], [-2.751, 1.680, 1.644], [-3.841, 3.751, -4.186], [-2.669, 2.745, -3.107], [-3.029, 1.488, -2.665], [-2.136, 0.785, -1.878], [-0.959, 1.280, -1.481], [-0.619, 2.483, -1.951], [-1.429, 3.252, -2.763], [-3.967, 1.040, -2.960], [-2.375, -0.213, -1.554], [0.357, 2.858, -1.683], [-1.095, 4.213, -3.126]],
  "lowdin_charge": [1.712, -0.100, -0.093, -0.036, -0.318, -0.036, -0.081, 0.090, -0.246, 0.001, -0.061, -0.078, -0.012, -0.229, -0.116, 0.053, -0.367, -0.003, -0.060, -0.056, -0.143, -0.055, 0.099, 0.101, 0.116, 0.119, 0.105, 0.109, 0.107, 0.100, 0.107, 0.114, 0.109, 0.107, 0.110, 0.089, -0.567, -0.244, -0.190, 0.031, -0.016, 0.035, -0.215, -0.016, -0.585, 0.103, -0.273, 0.126, 0.114, 0.128, 0.803, -0.605, -0.140, -0.091, -0.103, -0.094, -0.135, 0.085, 0.103, 0.097, 0.101, 0.100, 0.012, -0.554, 0.210, -0.060, 0.079, 0.091, 0.087, 0.113, 0.079, 0.778, -0.678, -0.079, -0.138, -0.001, -0.098, -0.082, 0.114, 0.100, 0.112, 0.110]
}

=====

3.
{
  "formula": "C37H30BrN9STeTl",
  "method": "wB97M-V/def2-TZVPD",
  "energy_ev": -145125.969,
  "total_charge": 1,
  "homo_lumo_gap_ha": 0.2823,
  "homo_energy_ev": -10.500,
  "symbols": ["Tl", "N", "C", "S", "N", "N", "C", "C", "C", "C", "C", "C", "C", "C", "C", "C", "C", "C", "N", "H", "H", "H", "H", "H", "H", "H", "H", "H", "H", "H", "N", "C", "N", "C", "N", "C", "C", "N", "C", "C", "N", "H", "H", "H", "H", "H", "Br", "C", "C", "C", "C", "C", "C", "C", "C", "C", "C", "H", "H", "H", "H", "H", "H", "C", "Te", "C", "C", "C", "C", "C", "C", "C", "H", "H", "H", "H", "H", "H", "H", "H"],
  "xyz": [[-0.158, 1.078, -0.150], [-4.682, 1.059, 0.741], [-3.461, 0.910, 0.174], [-2.418, 2.294, 0.228], [-3.228, -0.273, -0.341], [-1.982, -0.448, -0.860], [-1.838, -1.416, -1.694], [-2.958, -2.283, -2.146], [-3.599, -3.150, -1.268], [-4.628, -3.959, -1.719], [-5.037, -3.894, -3.045], [-4.409, -3.023, -3.921], [-3.365, -2.226, -3.474], [-0.486, -1.651, -2.276], [-0.215, -2.764, -3.066], [1.048, -2.896, -3.621], [2.002, -1.918, -3.384], [1.654, -0.854, -2.568], [0.451, -0.735, -2.018], [-5.001, 1.980, 0.979], [-5.365, 0.340, 0.559], [-3.297, -3.177, -0.229], [-5.119, -4.637, -1.033], [-5.848, -4.520, -3.392], [-4.727, -2.965, -4.953], [-2.869, -1.550, -4.162], [-0.980, -3.504, -3.247], [1.280, -3.750, -4.242], [2.990, -1.973, -3.818], [2.358, -0.058, -2.347], [-1.086, 3.217, 4.125], [-0.194, 2.907, 3.180], [-0.439, 1.697, 2.719], [-1.521, 1.306, 3.450], [-1.941, 2.199, 4.318], [-2.208, 0.014, 3.272], [-3.520, -0.157, 3.713], [-4.164, -1.304, 3.565], [-3.497, -2.287, 2.971], [-2.197, -2.122, 2.525], [-1.545, -0.973, 2.676], [-1.173, 4.062, 4.665], [0.580, 3.576, 2.846], [-4.047, 0.664, 4.181], [-4.011, -3.233, 2.851], [-1.665, -2.933, 2.039], [2.593, 2.397, 1.043], [2.720, 3.465, -0.531], [3.765, 4.337, -0.557], [3.963, 5.166, -1.680], [3.108, 5.080, -2.733], [2.015, 4.178, -2.717], [1.150, 4.125, -3.836], [0.086, 3.277, -3.855], [-0.156, 2.448, -2.742], [0.656, 2.456, -1.638], [1.779, 3.331, -1.593], [4.444, 4.391, 0.282], [4.795, 5.856, -1.693], [3.245, 5.704, -3.607], [1.353, 4.779, -4.674], [-0.578, 3.243, -4.708], [-1.026, 1.799, -2.773], [3.032, -1.194, 0.607], [0.973, -1.222, 1.166], [1.699, -0.592, 3.055], [3.116, -1.105, 3.106], [3.775, -1.291, 4.315], [5.081, -1.756, 4.334], [5.732, -2.044, 3.143], [5.077, -1.869, 1.935], [3.770, -1.397, 1.907], [3.258, -0.230, 0.151], [3.226, -1.985, -0.114], [1.057, -0.999, 3.833], [1.629, 0.493, 3.083], [3.263, -1.078, 5.245], [5.586, -1.904, 5.279], [6.748, -2.415, 3.156], [5.581, -2.107, 1.006]],
  "lowdin_charge": [0.529, 0.088, -0.849, 0.664, 0.017, -0.026, -0.180, -0.203, -0.029, -0.065, -0.073, -0.066, -0.036, -0.222, 0.016, -0.028, -0.032, -0.131, 0.015, 0.089, 0.110, 0.101, 0.107, 0.108, 0.108, 0.124, 0.123, 0.119, 0.114, 0.120, 0.047, -0.171, 0.047, -0.337, 0.143, -0.206, -0.068, 0.108, -0.107, -0.138, 0.057, 0.165, 0.104, 0.119, 0.112, 0.093, 0.868, -0.557, -0.127, -0.062, -0.024, -0.155, -0.022, -0.056, -0.146, -0.256, -0.211, 0.100, 0.113, 0.119, 0.119, 0.113, 0.087, -0.403, 1.460, -0.382, -0.287, -0.032, -0.068, -0.069, -0.032, -0.292, 0.020, 0.063, 0.067, 0.018, 0.118, 0.109, 0.109, 0.118]
}

=====

4.
{
  "formula": "C37H30ClN5PSSr",
  "method": "wB97M-V/def2-TZVPD",
  "energy_ev": -79790.421,
  "total_charge": -1,
  "homo_lumo_gap_ha": 0.1818,
  "homo_energy_ev": -2.945,
  "symbols": ["Sr", "N", "C", "S", "N", "N", "C", "C", "C", "C", "C", "C", "C", "C", "C", "C", "C", "C", "N", "H", "H", "H", "H", "H", "H", "H", "H", "H", "H", "H", "Cl", "C", "C", "C", "C", "C", "C", "P", "C", "C", "C", "C", "C", "C", "C", "C", "C", "C", "C", "C", "H", "H", "H", "H", "H", "H", "H", "H", "H", "H", "H", "H", "H", "H", "N", "C", "C", "C", "C", "C", "C", "H", "H", "H", "H", "H"],
  "xyz": [[0.998, -0.894, -0.871], [1.315, -5.534, 0.781], [0.947, -4.472, 0.010], [2.259, -3.627, -0.708], [-0.369, -4.302, -0.021], [-0.754, -3.199, -0.677], [-2.048, -2.940, -0.594], [-2.971, -3.732, 0.240], [-3.152, -5.107, 0.104], [-4.020, -5.789, 0.941], [-4.677, -5.136, 1.977], [-4.506, -3.743, 2.113], [-3.686, -3.055, 1.237], [-2.534, -1.788, -1.363], [-3.881, -1.630, -1.626], [-4.355, -0.495, -2.186], [-3.451, 0.500, -2.550], [-2.117, 0.248, -2.376], [-1.653, -0.850, -1.804], [2.292, -5.600, 1.020], [0.608, -5.909, 1.391], [-2.585, -5.620, -0.666], [-4.164, -6.843, 0.794], [-5.305, -5.669, 2.675], [-5.051, -3.221, 2.891], [-3.588, -1.967, 1.327], [-4.555, -2.437, -1.301], [-5.397, -0.314, -2.369], [-3.803, 1.423, -2.995], [-1.391, 0.990, -2.642], [-0.079, -1.076, 2.229], [-0.638, 0.449, 2.869], [-1.181, 0.376, 4.149], [-1.714, 1.528, 4.713], [-1.711, 2.717, 4.002], [-1.143, 2.743, 2.741], [-0.599, 1.623, 2.117], [0.075, 1.752, 0.376], [-0.499, 3.457, -0.149], [0.373, 4.530, -0.293], [-0.071, 5.730, -0.868], [-1.369, 5.873, -1.332], [-2.261, 4.814, -1.147], [-1.822, 3.632, -0.583], [1.828, 1.710, 0.520], [2.586, 1.918, -0.825], [3.837, 2.766, -0.568], [4.388, 2.955, 0.649], [3.792, 2.395, 1.855], [2.539, 1.849, 1.755], [-1.152, -0.550, 4.710], [-2.125, 1.518, 5.703], [-2.117, 3.622, 4.436], [-1.125, 3.685, 2.189], [1.411, 4.445, 0.035], [0.640, 6.551, -0.993], [-1.680, 6.757, -1.844], [-3.281, 4.885, -1.529], [-2.523, 2.809, -0.466], [1.951, 2.584, -1.465], [4.263, 3.221, -1.444], [5.271, 3.594, 0.717], [4.332, 2.462, 2.799], [2.050, 1.484, 2.651], [2.693, 0.698, -1.626], [3.845, 0.093, -2.046], [3.768, -0.732, -3.226], [4.860, -1.461, -3.701], [6.079, -1.440, -3.009], [6.165, -0.658, -1.872], [5.116, 0.111, -1.409], [2.805, -0.781, -3.723], [4.736, -2.052, -4.601], [6.938, -1.965, -3.399], [7.104, -0.607, -1.348], [5.240, 0.691, -0.503]],
  "lowdin_charge": [1.108, 0.037, -0.931, 0.464, -0.038, -0.002, -0.215, -0.202, -0.037, -0.093, -0.091, -0.083, -0.044, -0.215, -0.037, -0.067, -0.069, -0.167, 0.046, 0.064, 0.085, 0.112, 0.092, 0.091, 0.095, 0.124, 0.127, 0.104, 0.104, 0.103, 0.682, -0.642, -0.120, -0.097, -0.087, -0.086, -0.351, 0.956, -0.369, -0.078, -0.087, -0.106, -0.106, -0.130, -0.466, -0.422, -0.101, -0.155, -0.152, -0.172, 0.099, 0.093, 0.100, 0.101, 0.109, 0.101, 0.085, 0.096, 0.094, 0.100, 0.090, 0.087, 0.068, 0.081, -0.193, -0.354, -0.079, -0.128, -0.153, -0.136, -0.044, 0.078, 0.084, 0.074, 0.086, 0.088]
}